Entry 1:
DFT (the ωB97M-V functional and the def2-TZVPD basis) results for C29H58N4O5STa as an isolated structure in a non-equilibrium geometry.

Structure (XYZ):
```
98
Properties=species:S:1:pos:R:3:forces:R:3
C 3.14844 -0.34683 3.51569 -0.03 -0.51 -0.18
C 3.12989 0.99582 2.57208 -0.46 0.64 0.42
C 1.60099 1.55530 2.23329 -1.48 -0.61 -5.31
O 1.19887 1.40016 0.95217 2.30 1.54 8.65
O 0.79789 2.21340 3.29232 2.71 -0.98 -3.32
C 0.46728 3.60075 2.92857 -0.47 2.65 -0.18
C -1.12682 3.98940 3.10792 1.71 0.91 0.52
Ta -2.59407 2.23966 2.66308 -0.29 1.00 0.52
C -4.47741 3.49989 3.31449 -0.97 0.06 0.48
C -5.77097 2.48724 3.16904 -0.34 0.72 0.20
C -7.20663 3.26166 2.92941 0.51 0.67 -0.70
C -7.75318 2.80344 1.45381 1.31 1.67 0.33
S -8.66715 1.17008 1.41175 0.65 -0.90 1.00
C -7.91998 -0.10166 2.56468 2.37 -1.82 1.62
N -6.55439 -0.74680 2.64129 -7.65 0.75 2.83
N -6.70372 -1.61897 3.74444 -4.66 0.58 1.35
C -8.09425 -1.59835 4.36669 4.08 2.43 -4.59
O -8.85505 -0.60969 3.58303 4.12 -1.16 -0.33
H 3.73917 -0.12623 4.50784 -1.26 -0.61 -1.95
H 2.06299 -0.77498 3.76379 2.40 1.22 -0.50
H 3.68695 -1.20750 2.89390 -1.10 1.88 1.50
H 3.69950 0.72968 1.57757 -1.65 0.79 1.82
H 3.69509 1.92254 3.06708 -1.23 -2.13 -0.86
H 0.80779 3.88134 1.82262 -0.71 -0.97 2.36
H 1.07998 4.29281 3.68402 -1.00 -1.59 -1.63
H -1.24548 4.37549 4.22459 0.11 -0.75 -2.20
H -1.31793 4.93312 2.40523 0.35 -1.95 1.38
H -2.94248 2.84240 0.92247 -0.11 -0.16 -0.13
H -1.21346 1.22193 1.93596 -0.59 0.23 -0.22
H -2.29071 1.63302 4.38282 -0.05 -0.23 0.13
H -3.69248 0.72819 2.42544 0.56 0.22 0.18
H -4.40467 3.77430 4.46201 -0.01 -0.26 -2.19
H -4.58834 4.49618 2.68433 -0.06 -1.96 1.25
H -5.88630 1.86794 4.17159 0.54 0.94 -2.32
H -5.57889 1.80863 2.23118 -0.57 1.01 2.14
H -7.98317 3.11919 3.79728 1.33 -0.01 -1.83
H -7.01091 4.43687 2.86089 -0.36 -2.49 0.10
H -8.48390 3.63879 1.03249 1.06 -2.17 0.81
H -6.82484 2.77011 0.70978 -2.01 -0.05 1.68
H -8.53479 -2.18229 5.29037 1.00 1.51 -2.40
C 0.24218 4.39921 -4.53652 -0.15 0.20 0.20
C 0.53846 2.92936 -4.94079 -0.30 1.62 -1.05
C -0.77115 2.15719 -5.26828 0.10 -0.33 0.14
C -1.55716 1.70270 -4.04990 -0.06 0.05 0.09
C -0.66249 0.91938 -3.09575 0.04 0.08 -0.33
C 0.60215 1.71518 -2.68345 -0.25 -0.02 2.17
N 1.35938 2.27116 -3.86498 0.55 -4.37 -2.55
O 2.04663 1.20169 -4.46348 -1.30 3.03 1.58
C 0.17599 2.84622 -1.70880 -0.15 0.18 0.01
C 1.49562 0.79944 -1.78683 0.06 -0.31 -0.76
C 1.29815 3.10391 -6.30344 0.38 -0.72 0.49
H -0.03457 4.54737 -3.49959 -0.06 -0.19 0.08
H 1.12003 5.03699 -4.70151 -0.07 -0.24 -0.04
H -0.58116 4.81486 -5.13425 0.23 -0.22 -0.03
H -0.52925 1.26293 -5.86087 0.23 0.16 0.12
H -1.42283 2.76767 -5.90628 0.33 0.12 0.05
H -2.00766 2.56661 -3.54924 0.07 -0.08 0.05
H -2.39020 1.06640 -4.37126 0.06 0.11 0.03
H -1.24393 0.64235 -2.20782 0.34 0.19 0.05
H -0.37998 -0.02756 -3.57593 0.20 0.17 0.00
H 1.00633 3.53670 -1.51836 -0.08 -0.10 -0.11
H -0.12848 2.43736 -0.73551 0.20 -0.13 -0.36
H -0.68556 3.41759 -2.04960 0.05 0.06 -0.12
H 1.77993 -0.13225 -2.28785 0.06 0.28 -0.23
H 0.96444 0.49616 -0.87294 0.02 0.41 -0.63
H 2.40977 1.32003 -1.47388 -0.23 -0.06 -0.09
H 2.27182 3.59025 -6.15832 -0.20 -0.16 0.07
H 0.71951 3.72802 -6.99450 -0.14 0.00 0.39
H 1.46765 2.14946 -6.81596 0.02 0.13 0.29
C 2.54162 -6.08765 -1.40886 0.09 -0.29 0.00
C 2.85936 -4.61713 -1.02381 -1.00 -0.78 -1.61
C 4.11263 -4.09189 -1.78013 0.11 0.25 0.29
C 5.43866 -4.56672 -1.21004 0.06 -0.07 -0.01
C 5.51601 -4.27378 0.28415 -0.22 0.16 -0.23
C 4.32074 -4.87452 1.06712 1.02 -1.09 1.23
N 2.98286 -4.50793 0.47196 0.65 4.89 0.10
O 2.72484 -3.16948 0.81289 0.35 -3.62 -0.56
C 4.50069 -6.41528 1.13415 -0.08 -0.21 -0.13
C 4.43968 -4.44333 2.56403 -0.41 0.52 -0.28
C 1.63036 -3.84257 -1.61881 0.24 0.42 0.87
H 3.10762 -6.83944 -0.87200 0.17 0.04 0.08
H 1.48619 -6.32379 -1.22200 0.19 0.21 0.01
H 2.73287 -6.26649 -2.47628 -0.09 0.25 0.21
H 4.11662 -2.99235 -1.76066 -0.20 -0.17 0.15
H 4.06024 -4.36895 -2.84075 -0.28 -0.04 0.22
H 5.57316 -5.63522 -1.41046 0.00 0.01 0.08
H 6.25997 -4.05317 -1.72367 -0.09 -0.09 0.04
H 6.46281 -4.66530 0.67599 -0.27 -0.08 0.18
H 5.56005 -3.18538 0.42745 -0.23 -0.14 0.06
H 3.60171 -6.90060 1.53264 0.10 0.13 -0.13
H 5.33199 -6.68905 1.79833 -0.20 0.35 -0.07
H 4.75103 -6.86981 0.17728 -0.14 0.04 -0.05
H 4.46641 -3.35531 2.68807 -0.23 -0.22 -0.15
H 5.37091 -4.81742 3.01368 -0.21 -0.10 -0.43
H 3.60825 -4.84181 3.15948 0.09 0.12 -0.20
H 0.70090 -4.10796 -1.09795 0.28 0.06 -0.02
H 1.49319 -4.08575 -2.67897 0.28 -0.24 0.21
H 1.75223 -2.75422 -1.56392 0.02 -0.27 0.17
```
Positions in Å, forces in eV/Å.

2S+1 ... 3
Total charge ... -1
Frontier orbital gap (alpha / beta) ... 6.8458 / 6.0623 eV
Expectation value of S² ... 2.01

=====

Entry 2:
DFT (the ωB97M-V functional and the def2-TZVPD basis) results for a 7-piece molecular cluster, C29H59Br12FN3O8P2S overall in a non-equilibrium geometry.

Structure (XYZ):
```
115
Properties=species:S:1:pos:R:3:forces:R:3
C 1.14947 1.10974 5.54222 0.32 -0.02 0.21
C 0.64336 1.25225 4.46304 -0.11 -0.02 -0.16
C 0.01034 1.37098 3.16570 0.10 -0.51 0.18
P 1.26122 1.29334 1.68019 0.99 1.71 0.31
N 2.15413 2.70725 2.42519 -0.02 -0.50 -0.68
C 2.51193 1.42928 0.22460 -0.47 -0.56 0.06
C 2.94808 0.20808 -0.53731 0.84 0.08 -0.44
C 4.15905 0.52369 -1.41966 -0.29 0.27 0.28
F 1.95415 -0.26306 -1.41833 -0.13 0.04 0.00
N 2.22992 0.02254 2.40880 -0.28 -0.50 -0.04
C 1.63340 -1.25664 2.80662 0.82 -0.39 0.28
C 1.94461 -2.37675 1.82563 -0.06 0.05 -0.14
O 0.24710 2.55931 0.87188 -0.21 0.09 0.25
C -0.40501 2.06453 -0.19731 -0.25 -0.66 -0.74
N -1.46165 2.98708 -0.72102 0.25 0.72 -0.10
C -1.39068 4.30715 -0.06371 0.26 -0.09 0.20
C -1.27172 3.18407 -2.12401 -0.09 -0.41 -0.02
C -2.00706 2.22923 -3.03360 0.59 -0.05 0.14
O -0.60406 4.06752 -2.59935 -0.12 0.38 0.06
C -0.83567 0.60359 0.17120 0.34 -1.02 -0.63
C -0.96849 -0.31574 -1.09550 -0.35 0.26 -0.08
O -0.60374 -1.66280 -0.90285 -0.13 0.06 0.18
C -1.62806 -2.46536 -0.40808 0.30 -0.23 -0.20
O -1.14943 -3.12319 0.73436 -0.15 0.24 0.11
C -1.98825 -4.17561 1.12351 0.40 -0.46 0.01
C -1.97804 -4.37623 2.65291 0.08 0.12 0.27
O -1.16462 -3.41861 3.29864 0.00 0.09 0.17
P -2.49771 0.56934 1.03885 -0.15 1.26 1.08
O -2.51080 -0.70285 2.03003 0.01 -0.16 -0.58
O -3.58532 0.18194 -0.09801 -0.12 0.02 -0.17
S -3.16946 2.14776 1.97842 -0.04 -0.19 -0.09
O 0.26413 0.11656 0.85388 -0.43 -0.03 0.58
H 1.70466 0.97431 6.43273 -0.03 0.01 0.20
H -0.67980 0.52986 3.11166 -0.22 0.04 -0.10
H -0.56575 2.28726 3.15578 -0.11 0.15 -0.25
H 1.51127 3.37503 2.82489 0.04 -0.05 0.24
H 2.85177 2.42758 3.10034 -0.17 0.10 0.24
H 2.21668 2.18088 -0.50736 -0.08 0.20 0.00
H 3.40974 1.81851 0.69345 0.15 0.07 0.14
H 3.23376 -0.61791 0.10813 -0.37 -0.10 0.24
H 3.99261 1.47346 -1.92376 -0.02 0.02 -0.32
H 5.04137 0.66545 -0.79779 0.01 -0.23 0.04
H 4.33629 -0.27498 -2.13438 0.07 -0.07 -0.11
H 2.78467 0.35146 3.18173 -0.16 0.35 0.00
H 0.57301 -1.22970 3.03604 -0.26 0.20 -0.24
H 2.12110 -1.54610 3.74204 -0.11 0.08 0.24
H 1.76732 -2.04698 0.80743 -0.19 -0.07 -0.16
H 2.99143 -2.67187 1.91468 0.16 0.06 -0.06
H 1.33514 -3.25406 2.02151 -0.19 -0.10 0.02
H 0.29131 1.87581 -1.03422 0.11 0.04 -0.04
H -0.38612 4.71924 -0.07158 0.14 0.06 -0.09
H -1.69393 4.20315 0.96749 -0.18 -0.05 0.11
H -2.04350 4.99490 -0.58950 -0.24 0.02 -0.04
H -1.36688 2.05304 -3.89147 -0.03 -0.11 -0.22
H -2.91458 2.71496 -3.37881 -0.22 0.05 0.05
H -2.23351 1.30041 -2.53046 -0.27 -0.05 -0.03
H -0.32008 0.08728 -1.86376 0.34 -0.05 0.01
H -1.98523 -0.28769 -1.48440 0.04 0.05 -0.07
H -1.89927 -3.20646 -1.16650 0.12 -0.12 -0.01
H -2.52644 -1.88142 -0.18484 -0.03 -0.06 0.13
H -3.00949 -4.05590 0.75942 -0.13 0.24 0.02
H -1.60863 -5.10440 0.68062 -0.09 -0.06 -0.19
H -1.58794 -5.36857 2.88624 0.02 -0.17 -0.08
H -2.99806 -4.34980 3.03851 -0.15 0.10 0.00
H -1.58844 -3.11922 4.10824 0.03 -0.01 -0.15
H -3.43210 -0.76528 2.32836 0.18 -0.07 0.26
H -4.30865 0.82633 -0.00564 0.03 -0.04 -0.06
Br 5.45180 -1.27419 2.97913 -0.01 0.05 -0.07
C 6.06594 -3.10744 2.84591 -0.01 0.19 0.13
C 7.50266 -3.18087 2.39983 -0.02 -0.18 -0.16
Br 7.67676 -2.83381 0.49021 0.06 0.06 0.06
H 5.39318 -3.61323 2.16012 0.00 -0.02 -0.02
H 5.95103 -3.52794 3.84254 0.06 -0.04 0.00
H 7.89680 -4.18458 2.54328 -0.02 -0.02 0.00
H 8.13665 -2.46571 2.91308 -0.03 0.03 0.01
Br -6.07597 2.31599 -1.73839 0.00 -0.08 -0.02
C -7.70592 2.32689 -0.66927 0.14 0.19 -0.14
C -7.40612 2.50870 0.79282 0.05 -0.08 0.13
Br -6.68768 0.88311 1.56784 -0.15 -0.11 0.00
H -8.21704 1.39584 -0.87965 0.03 0.00 0.08
H -8.29854 3.15780 -1.04806 0.00 0.02 0.03
H -8.31638 2.72812 1.34642 -0.03 -0.01 -0.05
H -6.67117 3.28745 0.97475 0.02 0.01 -0.02
Br 8.28180 -3.18040 -3.91472 0.01 0.02 0.07
C 8.51782 -1.39135 -3.18073 -0.04 -0.08 -0.14
C 9.94709 -0.93358 -3.26886 0.17 0.08 0.04
Br 11.07753 -1.80290 -1.94029 -0.05 0.04 -0.06
H 8.15504 -1.42096 -2.16000 -0.01 0.04 0.06
H 7.87387 -0.74424 -3.77124 0.02 0.03 0.00
H 10.01343 0.13321 -3.05970 0.00 -0.20 0.01
H 10.39509 -1.14502 -4.23413 -0.05 -0.05 -0.04
Br 6.51811 3.98709 0.45574 0.02 -0.08 -0.05
C 7.12966 2.15195 0.64783 -0.11 0.19 0.05
C 8.55878 1.98437 0.21723 0.07 -0.17 -0.02
Br 8.73441 2.01016 -1.72201 -0.06 0.20 0.05
H 6.44498 1.53293 0.07725 0.09 0.03 0.05
H 7.02985 1.91770 1.70228 0.00 -0.05 0.10
H 8.94255 1.01469 0.53013 -0.05 -0.01 -0.02
H 9.20270 2.77250 0.59267 -0.01 0.02 0.01
Br -10.89642 0.97471 -1.44700 -0.24 -0.06 -0.02
C -11.04718 1.00729 -3.38510 0.13 -0.09 0.11
C -10.12503 2.03072 -3.99395 -0.08 0.13 -0.09
Br -10.79171 3.84096 -3.74695 0.06 -0.03 0.05
H -12.09103 1.19235 -3.61418 0.00 0.04 -0.04
H -10.77338 0.00847 -3.71695 0.03 0.00 -0.01
H -10.05586 1.88758 -5.06959 -0.02 -0.02 -0.01
H -9.12950 2.00389 -3.56130 0.02 -0.04 0.00
Br -5.73088 -3.25687 -0.40159 0.03 0.03 -0.01
C -5.67542 -2.39414 -2.14347 -0.09 -0.02 0.09
C -5.34655 -3.37021 -3.24373 0.17 0.08 -0.07
Br -3.45734 -3.82680 -3.25651 -0.17 -0.09 -0.13
H -4.95148 -1.58791 -2.06903 0.03 0.01 0.02
H -6.66960 -1.97820 -2.29037 -0.01 0.00 -0.02
H -5.54333 -2.92204 -4.21518 -0.02 0.04 0.02
H -5.89778 -4.30030 -3.15421 -0.03 0.00 0.03
```
Positions in Å, forces in eV/Å.

2S+1 ... 1
Total charge ... -1
Energy relative to the best compared isomer or geometry (same formula, charge and spin) ... 0.354 eV
Frontier orbital gap ... 6.1951 eV

=====

Entry 3:
DFT (the ωB97M-V functional and the def2-TZVPD basis) results for a 6-piece molecular cluster, C29H59F3NO10 overall in a non-equilibrium geometry.

Structure (XYZ):
```
102
Properties=species:S:1:pos:R:3:forces:R:3
F 3.35242 5.50477 -1.51769 -0.39 0.48 0.91
C 2.17105 5.69763 -2.07906 -1.42 -0.12 -0.72
F 1.84572 6.96393 -2.28219 1.28 0.05 -0.63
C 1.31773 4.73046 -2.45103 0.99 -0.96 0.38
F 0.68957 4.84730 -3.63958 -0.92 0.69 0.80
C 0.93302 3.52538 -1.62208 0.44 -0.47 -0.69
C 2.09386 2.92476 -0.76836 -0.47 0.29 -0.05
C 2.11288 3.47397 0.64259 0.25 -0.24 -0.91
C 3.29070 4.04613 1.13268 -0.45 -0.35 -0.38
C 3.27333 4.56814 2.38833 0.81 0.36 -0.03
N 2.15140 4.52046 3.10849 -0.08 0.36 1.06
C 1.01293 3.96432 2.68614 -0.84 -0.31 -0.10
C 0.95884 3.43372 1.43484 0.39 -0.17 -0.63
H 0.54279 2.73267 -2.27036 0.18 0.23 0.02
H 0.08264 3.83788 -0.99896 0.21 -0.12 -0.04
H 1.96129 1.83574 -0.74482 -0.01 0.21 0.18
H 3.04461 3.12024 -1.27013 -0.11 -0.13 0.19
H 4.17959 4.08915 0.51492 -0.06 -0.01 0.22
H 4.15132 5.04892 2.80867 -0.27 -0.11 0.19
H 2.15807 4.93330 4.03513 0.05 -0.05 -0.07
H 0.13660 3.93319 3.32805 0.37 0.20 0.17
H 0.04473 2.99570 1.04583 0.10 0.02 0.28
C 8.56620 0.88439 3.54985 0.16 -0.05 0.03
O 9.14104 2.12884 3.18106 -0.31 0.00 0.00
C 8.63625 2.63513 1.95711 0.31 0.12 0.18
C 7.58321 3.70036 2.18679 -0.15 -0.16 -0.27
O 6.41542 3.16538 2.81051 -0.01 0.15 0.12
C 6.38211 3.41248 4.20764 -0.14 -0.02 -0.05
H 8.78716 0.71298 4.60242 0.07 0.04 -0.03
H 7.48224 0.87763 3.41406 0.00 0.01 -0.03
H 9.01228 0.07607 2.96245 -0.08 -0.04 0.00
H 8.24215 1.82508 1.33530 -0.07 0.03 0.01
H 9.47810 3.08687 1.42459 -0.04 0.01 -0.05
H 7.27326 4.10256 1.21692 0.04 0.02 -0.01
H 7.99082 4.52535 2.77811 0.03 -0.05 0.04
H 6.09177 4.45340 4.40077 0.10 0.02 0.10
H 7.34431 3.21453 4.68120 0.01 0.02 -0.02
H 5.63427 2.75279 4.64842 -0.01 -0.02 -0.05
C -2.22866 -0.89092 5.49350 -0.06 -0.17 0.08
O -2.31672 -1.45060 4.19144 0.19 0.53 0.03
C -2.94712 -0.58694 3.25820 0.06 -0.36 -0.07
C -1.93380 0.13291 2.39224 -0.22 0.25 0.01
O -1.12717 1.03028 3.15498 0.17 -0.04 0.02
C 0.14341 0.49059 3.47643 0.02 0.13 -0.08
H -1.50271 -1.47372 6.05973 -0.04 -0.05 -0.05
H -1.89991 0.15029 5.46999 -0.02 0.01 -0.03
H -3.19838 -0.95609 5.99638 0.02 0.07 0.04
H -3.60022 0.12601 3.77028 0.05 0.05 -0.02
H -3.57360 -1.21201 2.61464 -0.01 0.04 -0.03
H -2.46862 0.73391 1.65097 -0.01 -0.03 -0.01
H -1.30678 -0.58487 1.85502 0.01 -0.03 0.07
H 0.79939 0.53866 2.59811 0.09 -0.12 0.04
H 0.08308 -0.54132 3.82528 -0.05 0.00 -0.03
H 0.57677 1.09915 4.27150 -0.03 0.03 0.00
C -4.33506 2.22547 -5.52846 -0.06 0.06 -0.10
O -3.10717 2.69633 -6.06010 0.00 -0.14 0.23
C -2.23361 3.21217 -5.06972 0.11 0.07 -0.39
C -1.16764 2.20522 -4.68470 -0.19 -0.09 0.25
O -1.72477 1.06722 -4.04160 -0.01 0.05 -0.13
C -1.87222 -0.04598 -4.91264 0.04 -0.12 0.06
H -4.81196 1.60565 -6.28669 0.03 0.06 -0.04
H -4.18742 1.62502 -4.62813 0.03 0.01 0.01
H -4.99425 3.06967 -5.30082 -0.03 -0.04 0.06
H -2.79611 3.53876 -4.18860 0.02 -0.06 0.04
H -1.74511 4.09163 -5.50055 0.02 0.01 0.05
H -0.48767 2.67309 -3.97188 0.02 0.08 -0.09
H -0.58318 1.90723 -5.56066 -0.06 0.02 -0.04
H -0.90360 -0.52980 -5.07281 -0.03 -0.04 -0.08
H -2.29733 0.24362 -5.87558 0.02 0.05 0.01
H -2.54325 -0.75924 -4.43657 0.05 0.01 0.06
C -1.04414 -3.54257 -7.56769 0.07 0.04 0.10
O -2.13568 -3.27313 -6.70301 0.00 -0.03 -0.18
C -3.25782 -2.72572 -7.38279 -0.03 -0.02 0.37
C -4.31382 -3.77673 -7.66161 -0.03 0.05 -0.37
O -3.84882 -4.75823 -8.57463 0.15 0.01 0.19
C -3.42460 -5.95263 -7.93870 -0.09 -0.06 -0.08
H -0.35537 -4.20296 -7.04168 -0.03 0.04 0.05
H -1.36423 -4.03349 -8.48860 -0.03 0.02 0.00
H -0.51997 -2.61223 -7.81314 0.02 -0.03 -0.09
H -2.94618 -2.23269 -8.30884 -0.02 -0.07 -0.04
H -3.68735 -1.96282 -6.72480 -0.04 0.01 -0.04
H -5.17757 -3.29108 -8.12585 -0.01 0.02 0.04
H -4.65020 -4.24352 -6.73044 0.06 0.03 0.03
H -4.29396 -6.54793 -7.64044 0.04 -0.03 0.07
H -2.80462 -5.75220 -7.06218 -0.01 0.03 0.00
H -2.83947 -6.52521 -8.65686 -0.05 0.03 -0.05
C -3.30142 -4.52266 4.15948 0.11 0.07 -0.20
O -2.35060 -5.50089 4.55601 -0.18 0.06 0.14
C -1.93964 -5.35444 5.90633 0.18 -0.27 -0.23
C -2.65922 -6.32319 6.82362 -0.13 0.25 0.24
O -4.05001 -6.04668 6.89235 0.06 -0.03 -0.21
C -4.82659 -6.89946 6.06716 -0.06 -0.03 0.10
H -3.76755 -4.86559 3.23512 0.05 -0.07 0.02
H -4.08168 -4.38381 4.91195 0.01 -0.03 0.02
H -2.80162 -3.56626 3.97110 -0.15 -0.14 0.08
H -2.08360 -4.32245 6.24418 -0.07 -0.02 0.03
H -0.86711 -5.57214 5.93927 0.00 0.01 0.05
H -2.25984 -6.21040 7.83637 0.04 -0.02 -0.01
H -2.48568 -7.35610 6.50678 0.02 0.03 -0.07
H -4.93192 -7.88260 6.53767 -0.01 -0.04 -0.08
H -4.38859 -7.01798 5.07388 0.03 0.01 0.01
H -5.81545 -6.45514 5.96217 0.01 0.02 0.07
```
Positions in Å, forces in eV/Å.

2S+1 ... 1
Total charge ... +1
Frontier orbital gap ... 6.2188 eV

=====

Which value of 2S+1 does entry 2 give?
1